Here is 12 unconnected molecules or ions with the total composition C38H84O12 at a distorted geometry from OMol25. Energies are from ωB97M-V with the def2-TZVPD basis set.

Last columns: bonded neighbours and bond lengths (Å).
Positions of all 134 atoms, in Å:
1 C 2.53586 4.28911 -3.20259  C2 1.533, C5 1.512, H6 1.091, H7 1.095
2 C 2.93278 5.18428 -2.02355  C1 1.533, C3 1.540, H8 1.087, H9 1.090
3 C 4.01053 4.34630 -1.31012  C2 1.540, O4 1.414, H10 1.096, H11 1.098
4 O 4.28978 3.21386 -2.10922  C3 1.414, C5 1.428
5 C 3.77777 3.45402 -3.42060  C1 1.512, O4 1.428, H12 1.089, H13 1.100
6 H 2.19345 4.86562 -4.06353  C1 1.091
7 H 1.67745 3.65223 -2.96402  C1 1.095
8 H 2.09415 5.41061 -1.37036  C2 1.087
9 H 3.36085 6.10863 -2.41121  C2 1.090
10 H 3.68725 4.01620 -0.31591  C3 1.096
11 H 4.92092 4.91950 -1.09106  C3 1.098
12 H 3.61129 2.50816 -3.93310  C5 1.089
13 H 4.54976 4.00304 -3.97983  C5 1.100
14 C 0.39017 0.38958 0.48328  C15 1.539, C18 1.533, H19 1.089, H20 1.090
15 C 1.76304 0.79722 -0.08021  C14 1.539, C16 1.530, H21 1.091, H22 1.088
16 C 1.68098 0.45047 -1.56778  C15 1.530, O17 1.437, H23 1.089, H24 1.095
17 O 0.29697 0.20064 -1.86066  C16 1.437, C18 1.427
18 C -0.46500 0.68179 -0.75464  C14 1.533, O17 1.427, H25 1.091, H26 1.097
19 H 0.15133 1.04230 1.32186  C14 1.089
20 H 0.34020 -0.65671 0.78428  C14 1.090
21 H 2.53676 0.16942 0.36527  C15 1.091
22 H 1.99847 1.84763 0.07677  C15 1.088
23 H 2.26798 -0.43483 -1.80937  C16 1.089
24 H 2.02717 1.28999 -2.17931  C16 1.095
25 H -1.46978 0.25752 -0.75498  C18 1.091
26 H -0.56782 1.76578 -0.88659  C18 1.097
27 C -5.60244 -0.33823 0.78648  C28 1.532, C31 1.526, H32 1.091, H33 1.088
28 C -5.00819 -1.33171 -0.21698  C27 1.532, C29 1.535, H34 1.091, H35 1.088
29 C -6.11283 -1.47380 -1.27267  C28 1.535, O30 1.418, H36 1.089, H37 1.098
30 O -7.31963 -1.15052 -0.60267  C29 1.418, C31 1.430
31 C -7.00012 -0.04549 0.24749  C27 1.526, O30 1.430, H38 1.087, H39 1.101
32 H -5.03907 0.59503 0.83828  C27 1.091
33 H -5.66291 -0.73171 1.79911  C27 1.088
34 H -4.88691 -2.30538 0.25900  C28 1.091
35 H -4.04383 -1.02322 -0.61521  C28 1.088
36 H -6.22120 -2.49970 -1.62304  C29 1.089
37 H -5.98601 -0.81621 -2.14225  C29 1.098
38 H -7.78278 0.08494 0.99080  C31 1.087
39 H -7.00302 0.84814 -0.39556  C31 1.101
40 C 6.01209 0.18570 0.70490  C41 1.516, C44 1.546, H45 1.087, H46 1.092
41 C 6.10972 0.10121 2.21577  C40 1.516, C42 1.532, H47 1.091, H48 1.093
42 C 5.02951 1.10006 2.64423  C41 1.532, O43 1.422, H49 1.089, H50 1.096
43 O 5.22568 2.18148 1.74244  C42 1.422, C44 1.425
44 C 5.43736 1.59995 0.45905  C40 1.546, O43 1.425, H51 1.090, H52 1.099
45 H 5.31482 -0.51089 0.24532  C40 1.087
46 H 6.97144 0.05602 0.19885  C40 1.092
47 H 7.05283 0.45697 2.63320  C41 1.091
48 H 5.98503 -0.90810 2.61496  C41 1.093
49 H 5.25046 1.48162 3.64032  C42 1.089
50 H 4.01687 0.68596 2.58483  C42 1.096
51 H 6.01361 2.23817 -0.21082  C44 1.090
52 H 4.46221 1.54802 -0.04429  C44 1.099
53 C -2.66161 -3.59926 -4.09653  C54 1.536, C57 1.529, H58 1.091, H59 1.094
54 C -2.48308 -2.36863 -3.19460  C53 1.536, C55 1.547, H60 1.084, H61 1.090
55 C -1.27963 -2.74338 -2.29690  C54 1.547, O56 1.444, H62 1.091, H63 1.091
56 O -1.02093 -4.14250 -2.54208  C55 1.444, C57 1.401
57 C -1.38309 -4.40596 -3.86927  C53 1.529, O56 1.401, H64 1.092, H65 1.101
58 H -2.86854 -3.34764 -5.13770  C53 1.091
59 H -3.52640 -4.19854 -3.79764  C53 1.094
60 H -3.36959 -2.15789 -2.60823  C54 1.084
61 H -2.17247 -1.51699 -3.80046  C54 1.090
62 H -1.46679 -2.66563 -1.22491  C55 1.091
63 H -0.37206 -2.19368 -2.54907  C55 1.091
64 H -1.56337 -5.47756 -3.97692  C57 1.092
65 H -0.60388 -4.14968 -4.60433  C57 1.101
66 C 0.66780 4.59755 4.77814  C67 1.534, C70 1.539, H71 1.088, H72 1.089
67 C 0.57009 3.26221 4.02907  C66 1.534, C68 1.535, H73 1.089, H74 1.091
68 C 1.87514 2.53699 4.38623  C67 1.535, O69 1.408, H75 1.091, H76 1.097
69 O 2.80064 3.53945 4.73529  C68 1.408, C70 1.411
70 C 2.11212 4.62859 5.30981  C66 1.539, O69 1.411, H77 1.090, H78 1.097
71 H -0.06221 4.69241 5.57882  C66 1.088
72 H 0.49373 5.39642 4.05812  C66 1.089
73 H 0.50055 3.40410 2.95109  C67 1.089
74 H -0.30913 2.68737 4.32280  C67 1.091
75 H 2.26597 2.02687 3.50422  C68 1.091
76 H 1.72919 1.79841 5.18443  C68 1.097
77 H 2.59914 5.56416 5.03350  C70 1.090
78 H 2.13295 4.55417 6.40433  C70 1.097
79 C -4.40251 0.40886 4.13785  C80 1.541, C83 1.516, H84 1.091, H85 1.092
80 C -3.19273 -0.32051 3.52157  C79 1.541, C81 1.539, H86 1.089, H87 1.090
81 C -2.29600 0.79868 2.96411  C80 1.539, O82 1.416, H88 1.097, H89 1.092
82 O -2.85858 2.02227 3.40026  C81 1.416, C83 1.427
83 C -4.25580 1.82162 3.60917  C79 1.516, O82 1.427, H90 1.099, H91 1.089
84 H -4.40474 0.35937 5.22728  C79 1.091
85 H -5.35196 -0.05313 3.86025  C79 1.092
86 H -3.53543 -1.08555 2.82702  C80 1.089
87 H -2.68345 -0.83407 4.33730  C80 1.090
88 H -2.18596 0.76595 1.87311  C81 1.097
89 H -1.29902 0.64822 3.38254  C81 1.092
90 H -4.75757 1.94954 2.63954  C83 1.099
91 H -4.61538 2.61164 4.26633  C83 1.089
92 C -5.09048 3.34852 -1.50284  C93 1.548, C96 1.522, H97 1.090, H98 1.092
93 C -4.73543 3.99231 -0.14087  C92 1.548, C94 1.541, H99 1.090, H100 1.086
94 C -3.26676 3.57282 0.06670  C93 1.541, O95 1.424, H101 1.094, H102 1.089
95 O -2.81998 3.02831 -1.17133  C94 1.424, C96 1.416
96 C -3.94769 2.36639 -1.71443  C92 1.522, O95 1.416, H103 1.100, H104 1.088
97 H -5.11257 4.07417 -2.31546  C92 1.090
98 H -6.06454 2.85493 -1.50326  C92 1.092
99 H -5.34225 3.54189 0.64466  C93 1.090
100 H -4.92714 5.05930 -0.20554  C93 1.086
101 H -3.17921 2.79083 0.82632  C94 1.094
102 H -2.60156 4.39501 0.32468  C94 1.089
103 H -4.13559 1.42973 -1.16901  C96 1.100
104 H -3.73553 2.11307 -2.75151  C96 1.088
105 O 3.63877 -2.29068 0.32650  H106 0.969, H107 0.961
106 H 3.20058 -2.95594 0.87818  O105 0.969
107 H 4.45406 -2.71916 0.05110  O105 0.961
108 O -0.13252 0.11459 -4.63541  H109 0.971, H110 0.960
109 H -0.09576 0.31042 -3.68486  O108 0.971
110 H 0.74027 0.33688 -4.96803  O108 0.960
111 C 0.86530 -5.82059 2.46842  C112 1.513, H115 1.095, H116 1.089, H117 1.092
112 C 1.58660 -5.21088 1.28598  C111 1.513, C113 1.503, O114 1.434, H118 1.099
113 C 0.77726 -4.17641 0.55576  C112 1.503, H119 1.096, H120 1.090, H121 1.089
114 O 2.82903 -4.60764 1.67194  C112 1.434, H122 0.961
115 H 1.51967 -6.50843 3.01335  C111 1.095
116 H 0.01009 -6.41750 2.15372  C111 1.089
117 H 0.54137 -5.03089 3.14954  C111 1.092
118 H 1.82298 -5.97298 0.53074  C112 1.099
119 H 0.42846 -3.40568 1.25306  C113 1.096
120 H -0.10340 -4.60122 0.07329  C113 1.090
121 H 1.38001 -3.70926 -0.22196  C113 1.089
122 H 3.15219 -4.97721 2.49794  O114 0.961
123 C 3.31751 -5.33231 -2.24543  C124 1.515, H127 1.088, H128 1.094, H129 1.090
124 C 2.33500 -4.74945 -3.24070  C123 1.515, C125 1.518, O126 1.428, H130 1.098
125 C 2.29789 -3.23395 -3.17209  C124 1.518, H131 1.092, H132 1.092, H133 1.093
126 O 2.74950 -5.22143 -4.52367  C124 1.428, H134 0.962
127 H 3.09599 -5.03634 -1.22189  C123 1.088
128 H 4.31168 -4.95594 -2.50518  C123 1.094
129 H 3.33866 -6.41811 -2.33567  C123 1.090
130 H 1.33278 -5.14271 -3.02724  C124 1.098
131 H 1.63473 -2.79107 -3.91816  C125 1.092
132 H 3.30185 -2.81680 -3.27571  C125 1.092
133 H 1.92923 -2.94206 -2.18510  C125 1.093
134 H 2.12845 -4.89949 -5.18432  O126 0.962

Calculated values
HOMO-LUMO gap: 9.538 eV
energy: -2401.0229 Eh
SMILES: C1CCOC1.C1CCOC1.C1CCOC1.C1CCOC1.C1CCOC1.C1CCOC1.C1CCOC1.C1CCOC1.CC(C)O.CC(C)O.O.O
E_HOMO: -0.3364 Eh
strongest force on any atom: 0.0243 Eh/bohr